Density functional theory data (ωB97M-V/def2-TZVPD) for a 7-piece molecular cluster, C50H96ClIN3O18PS2 overall at a distorted geometry.

The SMILES is CCN(CC)C(=S)SCCCc1nc2c(CCCOC(C)=O)c(P(=O)(O)O)cc(CC(=O)I)c2nc1CCCCl.COCCOC.COCCOC.COCCOC.COCCOC.COCCOC.COCCOC. The calculation puts the energy above the lowest of the compared OMol25 structures with the same formula, charge and spin at 4.804 eV. Its LUMO energy is -1.19 eV. The HOMO-LUMO gap is 7.322 eV. As for the total charge: 0.

Last column: Mulliken charge in e.
CARTESIAN COORDINATES (ANGSTROEM)
O 1.635 -3.979 4.304  -0.7009
H -0.825 -3.507 5.312  0.2696
S 3.395 5.039 -1.263  -0.1885
H -3.353 -3.301 -6.766  0.2642
H -8.252 -5.801 6.409  0.3697
C 4.871 4.245 -0.525  -0.0296
H 6.409 1.238 2.311  0.3479
H -2.449 -2.513 -10.111  0.3467
H -5.514 -1.790 6.184  0.4118
C 4.055 4.894 1.663  0.1384
H 0.617 -4.248 -9.434  0.4106
C 1.371 10.312 4.949  -0.6907
C -7.826 -5.479 4.055  -0.8369
H -2.546 -4.644 -11.395  0.3355
C 2.315 -1.880 2.175  -0.6496
H -3.349 -2.162 -2.207  0.3478
O 0.383 9.382 5.367  -0.3937
C 2.606 3.884 -2.461  -0.5178
H 4.955 0.121 -1.946  0.2898
H 0.861 2.544 -2.341  0.4287
H -6.627 -6.325 6.879  0.3140
H -8.212 -8.134 7.276  0.3847
C 1.016 7.044 5.146  -0.4641
H 2.577 -1.915 3.277  0.3465
H 7.957 1.860 -9.068  0.3280
H -5.011 -3.819 4.888  0.2962
C 0.273 -0.366 1.390  -0.4744
H -4.804 -0.457 8.164  0.4026
P 0.313 -4.106 3.598  0.8154
H -0.510 3.584 -1.216  0.2100
H 2.326 9.823 4.741  0.2719
C -8.657 -8.840 4.204  -0.6797
H 7.313 2.750 1.913  0.2798
C -3.594 -3.253 9.088  -0.6055
H -3.162 -1.111 8.054  0.3331
H -4.858 0.333 -5.919  0.2534
O -4.147 -2.473 0.160  -0.4330
H -8.816 -5.944 4.063  0.4213
C 7.157 4.025 -7.594  -0.5514
C 6.717 4.222 -6.151  -0.4574
C 4.312 4.889 3.237  -1.0204
H 0.867 6.173 4.498  0.3248
H 7.434 1.480 -7.401  0.2895
H -8.433 -9.892 4.410  0.3256
H -1.861 -3.608 -4.863  0.3797
O 6.207 -2.017 -1.075  -0.5710
H -9.508 -8.790 3.525  0.2417
H 8.386 2.539 -5.164  0.3803
H -3.856 0.277 1.938  0.4660
C -3.104 -2.433 -6.147  -0.1331
H -7.450 -5.484 3.031  0.2479
H -2.276 -1.904 -6.629  0.2855
H 0.590 6.810 6.127  0.3526
C -0.584 -6.056 -11.365  -0.6871
H 2.428 1.701 -2.138  0.1299
H 2.753 2.387 0.167  -0.8082
O -4.663 -2.425 8.654  -0.3790
H 1.891 4.475 -3.106  0.3292
H -4.176 -0.690 5.820  0.3337
C -0.068 -4.007 -8.617  -0.8584
H 3.027 -2.709 -0.537  0.2625
H 5.407 4.723 3.463  0.2104
H -3.528 -3.464 -4.287  0.3124
O -2.267 -1.843 -3.940  -0.3309
H 7.181 1.465 -4.432  0.2887
H 1.519 11.035 5.752  0.2460
C -1.243 3.193 -0.466  -0.9356
H 3.489 -0.916 -1.778  0.4329
C -7.435 -6.485 6.157  -0.3577
H 0.730 8.462 3.531  0.2937
H 3.416 3.495 -3.145  0.2371
I -5.847 -0.072 -0.331  -0.0540
C -4.218 -1.330 7.861  -0.7602
H 4.082 -4.153 -0.023  0.3635
O 0.279 -5.416 2.578  -0.5163
H -3.637 -4.676 5.615  0.3567
H -0.977 -6.160 -10.351  0.2856
C -4.363 -1.393 0.610  0.2674
H -3.686 0.020 -7.216  0.3071
H 2.804 6.727 7.201  0.3174
H 1.384 3.667 0.143  0.5077
H 3.311 -3.877 2.342  0.3211
H -7.904 -4.442 4.397  0.3012
O -9.014 -8.178 5.408  -0.3683
C -1.813 5.660 -0.205  -0.4759
C 0.316 8.240 4.520  -0.4393
H -0.012 -4.801 -7.872  0.2635
O -3.638 -2.650 5.900  -0.0761
H -1.220 -6.606 -12.066  0.3240
C 4.334 -0.443 -1.201  -0.2973
H -2.357 -3.013 3.058  0.4040
H -0.694 -2.425 -10.331  0.3734
C -0.165 -2.573 2.684  0.5321
H -2.558 4.088 1.174  0.3877
C -4.357 -3.871 5.764  -1.0788
C 6.334 2.368 2.309  -1.4377
O -0.496 -4.695 -11.760  -0.3721
H 3.910 0.230 -0.406  -0.1715
H -3.030 -2.751 9.880  0.3385
H -0.737 4.440 1.274  0.2939
H 3.961 5.834 3.740  0.2158
H 7.487 4.747 -5.576  0.3210
H 9.154 1.431 -7.829  0.2463
H -2.824 5.770 -0.672  0.4031
C 3.673 -3.144 0.285  -0.5900
N 1.236 0.500 0.880  -0.0891
C -3.261 -1.428 -3.013  -0.6498
C -7.892 -7.933 6.249  -0.6661
H 6.379 3.517 -8.173  0.3224
C -0.770 1.848 0.219  -0.1565
H 0.430 -6.205 3.136  0.3429
C 1.863 2.629 -1.820  -0.3623
C -1.652 -2.285 2.588  -0.5655
H -0.745 8.000 4.393  0.3441
O 2.422 7.254 5.239  -0.2382
O -6.905 -6.189 4.868  -0.3344
N 5.090 4.144 0.903  0.1540
C -1.688 -3.969 -11.483  -0.5860
O -4.268 -1.613 -6.093  -0.4189
H 7.326 5.008 -8.047  0.3719
H 3.719 4.050 3.705  0.2383
C 7.406 2.503 -4.683  -0.5807
H 3.989 5.982 1.368  0.5095
H 2.910 -1.016 1.759  0.1835
C -1.168 -0.071 1.295  0.0809
C 5.124 2.714 1.337  0.0019
H -1.050 5.777 -1.023  0.2426
H -2.165 2.900 -1.058  0.5935
H -2.922 -3.511 8.265  0.1906
H 1.835 -3.867 1.323  0.3474
O 4.778 -2.248 0.630  -0.2843
H -4.232 -1.290 -3.494  0.3556
H -1.867 -3.311 -12.340  0.3776
C -2.111 -1.077 1.921  0.9109
C -1.625 4.302 0.596  -0.4781
H 2.208 8.397 6.974  0.3600
H -4.019 -4.173 9.491  0.2392
C 5.182 -1.625 -0.576  0.4150
C 0.712 1.618 0.313  -0.1056
H -2.948 -0.473 -2.584  0.1202
C -3.964 -0.231 -6.188  -0.7181
H 1.028 10.844 4.056  0.3278
H 0.419 -6.483 -11.395  0.2436
H -4.950 -4.095 6.653  0.5098
N -1.757 1.038 0.687  -0.4078
H 7.425 3.090 -3.760  0.0769
H -7.070 -8.618 6.013  0.3606
H 5.185 1.985 0.487  0.1474
H -3.156 0.053 -5.508  0.3028
H 6.152 2.676 3.370  0.3368
C -2.706 -2.919 -4.762  -0.6809
C -3.661 -0.830 1.901  -1.0670
C 1.746 2.669 -0.246  0.7864
H 0.233 -3.064 -8.151  0.3149
H 3.040 4.411 1.507  -0.1349
Cl -1.566 7.079 0.925  -0.1907
O -0.822 -4.357 4.820  -0.3548
C 8.212 1.951 -8.008  -0.6944
O 6.379 2.984 -5.537  -0.3379
S 6.011 3.653 -1.590  -0.1303
C 0.762 -1.617 2.078  0.2731
O 8.390 3.317 -7.668  -0.3688
C 2.833 7.608 6.552  -0.8687
C -1.541 -3.113 -10.235  -0.4555
H -7.798 -8.369 3.720  0.2794
C -4.456 -1.588 6.381  -0.4712
O -1.412 -3.917 -9.067  -0.3219
H -4.125 -1.260 2.835  0.1383
H 5.813 4.840 -6.142  0.3641
H 3.861 7.969 6.499  0.2566
H 4.133 2.515 1.856  0.1415
C 2.765 -3.267 1.563  -0.5694



Density functional theory data (ωB97M-V/def2-TZVPD) for a 2-piece molecular cluster, C14H22BClF3O6S overall at a distorted geometry.

Its LUMO energy is 2.14 eV. The HOMO-LUMO gap is 5.810 eV. As for the total charge: -1.

Last column: Mulliken charge in e.
CARTESIAN COORDINATES (ANGSTROEM)
C 0.154 5.459 0.637  -0.4858
C -2.452 -2.316 -1.129  -0.4022
H 1.343 -1.076 -1.223  -0.2694
H -2.759 -1.727 -1.993  0.3639
H -2.742 -1.804 -0.213  0.4187
O 0.397 4.051 0.733  -0.3226
C 3.273 0.984 -0.497  0.3718
C 2.019 0.011 1.510  -1.0083
F 3.401 -0.009 -2.643  -0.2524
C 2.168 -1.353 0.856  -0.1918
C 2.900 0.836 -1.757  0.2889
O 1.866 -2.941 -0.761  -0.8473
C -0.506 3.465 1.558  0.5456
F 1.879 1.519 -2.295  -0.2669
H 0.963 0.099 1.769  0.3967
C 2.380 1.264 0.659  0.0019
C -1.509 4.506 2.027  -0.5292
H 2.606 0.039 2.427  0.4801
Cl -5.171 -3.787 -3.434  -0.2232
O -5.340 -2.078 -1.198  -0.5363
H 0.830 5.973 1.324  0.2633
O 3.454 -1.764 0.548  -0.9349
C -1.311 5.640 1.024  -0.4734
H -3.091 -4.208 -0.257  0.3244
H 4.107 -3.501 -0.804  -0.3038
H -1.244 4.801 3.044  0.2646
H 1.482 1.791 0.352  -0.1515
H -2.513 4.092 2.019  0.3119
H 0.375 5.779 -0.378  0.3166
O -0.456 2.310 1.855  -0.5048
H -0.134 -2.777 0.821  0.1927
S -4.968 -3.438 -1.418  1.0402
H -0.755 -3.670 -1.189  0.3456
H -0.678 -1.125 0.420  0.3443
C -3.211 -3.648 -1.185  -0.8820
H -2.836 -4.252 -2.009  0.5439
C -0.172 -2.019 0.034  -0.9086
H -0.521 -2.168 -2.087  0.3768
H -1.529 6.632 1.416  0.3196
H 1.813 -2.057 1.645  0.4280
F 4.586 0.859 -0.201  -0.3615
C -0.929 -2.594 -1.170  -0.7641
B 3.201 -3.104 -0.079  1.2652
C 1.273 -1.721 -0.332  0.7170
H 2.918 1.966 1.306  0.3823
H 3.077 -3.954 0.850  -0.4020
H -1.945 5.474 0.153  0.2721
O -5.692 -4.461 -0.735  -0.5540



Density functional theory data (ωB97M-V/def2-TZVPD) for an isolated ion of composition C7H13N2 and charge +1 at a distorted geometry.

As for the multiplicity: 3. The calculation puts the energy above the lowest of the compared OMol25 structures with the same formula, charge and spin at 1.442 eV. Its LUMO energy (alpha / beta) is -2.98 / -5.29 eV. The HOMO-LUMO gap (alpha / beta) is 6.508 / 9.473 eV. As for the total charge: +1. Its expectation value of S² is 2.01.

Last column: Mulliken spin population.
CARTESIAN COORDINATES (ANGSTROEM)
H -1.112 2.162 -0.428  0.0078
H -3.657 -0.563 -0.302  0.0066
H 2.393 -0.939 -2.034  0.0327
H 0.951 1.613 -0.820  -0.0092
C 1.778 -1.117 -1.038  0.0037
C 1.362 0.371 0.848  0.0583
C -0.765 1.198 0.091  0.0161
H -3.464 1.126 -0.056  0.0159
C -0.902 -0.884 -0.854  0.7567
N -1.626 0.055 -0.296  0.2884
H 0.681 -0.200 1.409  -0.0136
H 1.771 1.113 1.452  0.0069
N 0.535 0.849 -0.275  0.0166
C 2.381 -0.618 0.266  0.0213
C 0.460 -0.337 -1.220  0.7203
H -1.158 -1.750 -1.234  0.0574
H 2.470 -1.427 1.123  0.0032
H 1.613 -2.202 -1.078  0.0115
C -2.943 0.169 0.203  0.0123
H 3.432 -0.132 0.323  -0.0039
H -2.827 0.174 1.235  -0.0047
H -0.820 1.370 1.213  -0.0043